# C4H10S

A 2-piece molecular cluster, C4H10S overall (ωB97M-V/def2-TZVPD, the Open Molecules 2025 dataset).

Each line ends with the Mulliken charge.
Cartesian coordinates (Å):
C1 2.044113 -0.323420 0.941665  -0.4834
C2 2.123947 -0.580479 -0.351739  -0.4292
H1 1.355896 -0.876862 1.559490  0.2464
H2 2.715740 0.350489 1.447698  0.2269
H3 1.439371 -1.291151 -0.810595  0.2131
H4 2.872399 -0.109062 -0.967504  0.2297
C3 -1.322264 0.391072 1.159416  -0.8633
S1 -1.215519 1.501694 -0.271008  -0.0547
C4 -1.457744 0.279575 -1.580505  -0.6711
H5 -1.092354 -0.659537 0.976846  0.2296
H6 -0.683577 0.754760 1.959080  0.3020
H7 -2.351805 0.424521 1.528527  0.3505
H8 -1.148697 0.728747 -2.524504  0.3047
H9 -2.497446 -0.032470 -1.649521  0.3051
H10 -0.782057 -0.557884 -1.417346  0.0938

Forces on the atoms, in the same order (eV/Å):
C 0.18 -0.43 0.00
C -0.14 -0.10 0.13
H -0.23 0.10 0.16
H 0.09 0.18 0.00
H 0.22 0.11 -0.05
H -0.03 0.10 -0.23
C -0.86 0.21 0.41
S 0.31 -0.45 -0.01
C 0.23 0.24 -0.13
H 0.25 0.21 -0.39
H 0.15 0.08 -0.06
H 0.11 -0.09 0.05
H -0.16 0.13 0.03
H 0.05 -0.15 0.00
H -0.17 -0.13 0.09

Results
HOMO = -8.38 eV
Strongest force on any atom = 1.0 eV Å⁻¹
Structure (SMILES) = C=C.CSC
Kohn-Sham gap = 9.448 eV
Relative energy (zero: lowest compared OMol25 entry of this formula, charge and spin) = 1.181 eV
Calculated total energy = -15144.186 eV

# C26H20AsGdNO6

C26H20AsGdNO6 as an isolated structure (ωB97M-V/def2-TZVPD, the Open Molecules 2025 dataset).

Each line ends with the Löwdin spin population.
Cartesian coordinates (Å):
Gd1 1.506651 -2.402105 -1.288284  6.7862
O1 1.241851 -1.579005 4.906916  -0.0001
C1 1.428651 -1.970105 3.616216  -0.0002
C2 2.568051 -1.611005 2.899216  -0.0002
C3 2.715251 -2.076405 1.605216  -0.0023
N1 1.805151 -2.863105 1.024916  -0.0171
C4 0.672251 -3.138905 1.679816  -0.0020
C5 0.451851 -2.736905 2.985616  -0.0001
C6 -0.434449 -3.788005 0.821916  -0.0018
O2 -1.423249 -4.236805 1.386916  -0.0010
O3 -0.217449 -3.735505 -0.427884  -0.0176
C7 3.876251 -1.624905 0.692816  -0.0023
O4 4.867351 -1.124205 1.209916  -0.0009
O5 3.650651 -1.806305 -0.542284  -0.0199
H1 2.000951 -1.046105 5.174016  0.0000
H2 3.327451 -0.958105 3.308316  -0.0001
H3 -0.473049 -2.999305 3.475416  -0.0001
C8 1.382251 -2.435905 -3.725984  0.2896
H4 0.456651 -2.500305 -4.314184  0.0213
H5 2.175251 -2.166305 -4.434584  0.0227
O6 0.598451 -0.587005 -0.485884  -0.0273
As1 -0.316049 0.768895 -0.567784  -0.0041
C9 -2.195449 0.245995 -0.596184  -0.0008
C10 -3.201049 0.981095 0.039416  -0.0001
C11 -4.515649 0.572295 -0.066784  0.0000
C12 -4.846749 -0.551305 -0.813784  0.0000
C13 -3.847449 -1.265905 -1.467684  -0.0004
C14 -2.529149 -0.868105 -1.368984  -0.0026
C15 0.144151 1.727995 -2.194484  -0.0007
C16 0.648451 0.932995 -3.234684  -0.0015
C17 0.947051 1.486695 -4.460084  -0.0026
C18 0.736451 2.844495 -4.687184  -0.0006
C19 0.195051 3.629895 -3.673984  -0.0002
C20 -0.111949 3.085795 -2.442484  0.0000
C21 -0.059949 1.684495 1.133416  -0.0023
C22 0.657451 2.856995 1.370616  -0.0013
C23 0.985951 3.210395 2.666016  -0.0001
C24 0.648151 2.384295 3.735716  -0.0010
C25 -0.049749 1.205495 3.503616  -0.0002
C26 -0.395249 0.853895 2.215916  -0.0013
H6 -2.929449 1.839495 0.650116  -0.0001
H7 -5.295149 1.119895 0.443216  0.0000
H8 -5.875649 -0.880205 -0.871484  0.0000
H9 -4.102749 -2.147105 -2.036784  -0.0001
H10 -1.726549 -1.444305 -1.842584  -0.0034
H11 0.829351 -0.146605 -3.065784  -0.0009
H12 1.351851 0.863195 -5.243984  -0.0017
H13 0.986051 3.281395 -5.643484  -0.0001
H14 0.015451 4.681495 -3.857384  -0.0001
H15 -0.541149 3.705095 -1.660884  -0.0002
H16 0.960751 3.480395 0.536216  -0.0001
H17 1.522251 4.128995 2.856416  0.0000
H18 0.956151 2.643495 4.738816  -0.0001
H19 -0.306149 0.555495 4.329316  0.0000
H20 -0.916049 -0.080805 2.009516  -0.0002

Forces on the atoms, in the same order (eV/Å):
Gd 0.46 -0.80 -3.59
O -0.06 0.09 0.02
C 0.25 -0.24 -0.49
C -0.08 0.00 0.08
C 0.05 -0.11 -0.04
N 0.02 0.07 1.59
C 0.09 0.00 -0.10
C 0.01 0.07 0.17
C -0.12 -0.10 0.23
O -0.09 0.00 0.32
O 0.06 0.01 -0.10
C 0.11 -0.03 0.20
O -0.01 0.08 0.30
O -0.05 -0.08 -0.10
H -0.05 -0.07 -0.03
H 0.11 0.01 0.03
H -0.08 -0.03 0.03
C 0.08 -0.66 0.71
H -0.29 0.12 0.19
H 0.23 0.36 0.17
O -0.20 0.43 0.44
As -0.77 1.00 0.01
C -0.04 0.24 -0.33
C 0.78 -0.02 0.06
C -0.32 -0.09 -0.02
C 0.34 0.00 -0.05
C -0.39 -0.02 0.08
C 0.82 0.01 0.18
C -0.16 0.24 -0.61
C -0.11 -0.37 1.20
C 0.01 0.60 -0.37
C -0.08 -0.39 0.38
C 0.08 0.23 -0.30
C -0.04 -0.53 0.74
C 0.28 -0.40 0.24
C -0.35 -0.21 -0.61
C 0.02 -0.03 0.47
C 0.01 0.03 -0.40
C 0.04 0.12 0.30
C -0.23 0.06 -0.77
H -0.12 -0.05 -0.09
H -0.03 0.07 0.06
H -0.02 0.01 -0.03
H 0.04 -0.07 -0.05
H -0.35 0.11 0.05
H 0.03 0.24 -0.36
H 0.02 -0.19 0.02
H -0.01 0.06 -0.06
H -0.03 0.03 0.06
H 0.00 0.07 -0.07
H 0.03 0.01 0.07
H 0.09 0.04 -0.05
H -0.05 0.07 0.06
H 0.01 -0.06 -0.02
H 0.10 0.09 0.20

Results
HOMO (alpha / beta) = -2.11 / -1.44 eV
Strongest force on any atom = 3.7 eV Å⁻¹
Kohn-Sham gap (alpha / beta) = 4.296 / 3.630 eV
Spin multiplicity = 8
Relative energy (zero: lowest compared OMol25 entry of this formula, charge and spin) = 2.150 eV
Net charge = -1
<S²> = 16.175
Calculated total energy = -122735.676 eV

# C24H66O9

A 9-piece molecular cluster, C24H66O9 overall (ωB97M-V/def2-TZVPD, the Open Molecules 2025 dataset).

Each line ends with the Mulliken charge.
Cartesian coordinates (Å):
C1 0.158813 2.633088 5.708535  -1.4042
C2 -0.415173 2.614214 4.272826  0.9625
C3 -1.233761 1.396024 4.077752  -0.9046
O1 -1.136684 3.828511 4.128453  -0.5387
H1 0.909630 1.870359 5.914991  0.3387
H2 -0.633158 2.516299 6.448290  0.3540
H3 0.606233 3.591531 5.971791  0.3973
H4 0.339582 2.538800 3.490031  -0.1064
H5 -2.289350 1.518578 4.320246  0.3813
H6 -0.835097 0.529857 4.605897  0.4218
H7 -1.238460 1.090033 3.031589  -0.1049
H8 -0.583445 4.610616 4.190445  0.3050
C4 -3.047273 2.437049 1.330028  -0.6162
C5 -4.104036 3.265428 0.654007  0.2849
C6 -5.436632 2.897991 1.135319  -1.6061
O2 -3.766988 4.601100 0.999579  -0.5910
H9 -2.028000 2.750481 1.104354  0.2797
H10 -3.178221 1.409367 0.991167  0.2133
H11 -3.195386 2.404363 2.409420  0.3290
H12 -4.049128 3.229711 -0.434024  0.2081
H13 -5.664393 1.861612 0.886049  0.3269
H14 -6.325760 3.392516 0.744155  0.4177
H15 -5.470530 3.157658 2.193395  0.3244
H16 -3.883711 4.577432 1.952160  0.4281
C7 0.452803 -4.752728 3.149931  -1.4310
C8 1.608152 -5.068814 2.183255  0.5647
C9 2.292016 -3.814321 1.634123  -0.7862
O3 2.589604 -5.747411 2.888495  -0.5702
H17 0.880709 -4.358540 4.071672  0.4402
H18 -0.069667 -5.669392 3.423521  0.3113
H19 -0.238110 -4.024447 2.725266  0.3373
H20 1.337342 -5.683698 1.324948  0.2765
H21 1.531714 -3.190437 1.164225  -0.1212
H22 3.108209 -4.116706 0.977998  0.3975
H23 2.675052 -3.173221 2.428080  0.2793
H24 3.289256 -5.920047 2.254233  0.3308
C10 3.006329 -1.694450 -5.961409  -1.5205
C11 1.999673 -1.530956 -4.910973  1.2405
C12 0.944386 -0.426590 -5.181631  -1.1321
O4 1.169322 -2.726848 -4.998784  -0.5582
H25 3.443093 -0.733556 -6.233443  0.3840
H26 2.646347 -2.063746 -6.921685  0.3310
H27 3.898782 -2.217902 -5.618451  0.4306
H28 2.387270 -1.329742 -3.912281  -0.1851
H29 0.134073 -0.352893 -4.456327  -0.0147
H30 0.491057 -0.516948 -6.168758  0.4640
H31 1.332901 0.589575 -5.249193  0.3732
H32 1.851528 -3.401611 -4.969040  0.3407
C13 6.026118 0.290861 2.375066  -1.4062
C14 4.670110 0.765917 1.834590  0.8888
C15 3.562799 0.418342 2.862482  -0.8408
O5 4.621152 2.207825 1.720798  -0.5581
H33 6.225216 0.774991 3.331140  0.3792
H34 6.866717 0.644466 1.778016  0.4129
H35 6.122450 -0.786263 2.511534  0.3572
H36 4.338601 0.377842 0.871473  -0.1319
H37 3.046670 -0.539350 2.795226  0.0578
H38 2.754471 1.137278 2.728896  0.1945
H39 3.786196 0.505867 3.925750  0.4023
H40 5.504422 2.470217 1.451403  0.3281
C16 -1.773747 -5.113634 -0.042460  -1.2946
C17 -1.500728 -3.746276 -0.787828  0.6941
C18 -2.690583 -3.372926 -1.738426  -1.3276
O6 -1.527691 -2.720013 0.193735  -0.5756
H41 -1.239549 -5.110517 0.907658  0.1312
H42 -1.621215 -5.982206 -0.683098  0.3901
H43 -2.828803 -5.262489 0.187353  0.4046
H44 -0.563623 -3.613161 -1.328387  0.3188
H45 -2.537229 -3.950746 -2.649852  0.3631
H46 -2.788903 -2.312468 -1.970509  0.1226
H47 -3.605807 -3.749906 -1.281963  0.4404
H48 -0.819960 -2.077283 0.106500  0.0201
C19 -1.312410 3.253880 -4.059981  -1.3021
C20 -2.361371 3.389842 -2.913146  0.8707
C21 -1.795934 4.359988 -1.911742  -1.0624
O7 -3.526665 3.912118 -3.463862  -0.5780
H49 -0.368895 2.855152 -3.687290  0.2540
H50 -1.070174 4.223712 -4.494563  0.3971
H51 -1.677740 2.579543 -4.834509  0.2895
H52 -2.536336 2.458686 -2.374225  0.0437
H53 -1.667187 5.405917 -2.190215  0.4033
H54 -0.809387 4.000058 -1.619725  0.2295
H55 -2.362074 4.399564 -0.981132  0.0687
H56 -4.018957 3.224233 -3.917806  0.3709
C22 -0.033172 0.352404 0.501943  -1.6308
C23 0.636359 0.359842 -0.906539  1.2082
C24 2.112832 0.075169 -0.710601  -1.5315
O8 0.072420 -0.764458 -1.575394  0.1907
H57 -0.095798 1.385734 0.843153  0.3459
H58 0.580907 -0.250309 1.171080  0.2368
H59 -1.045691 -0.049276 0.541274  0.5605
H60 0.491690 1.313523 -1.414143  -0.0095
H61 2.541222 0.925538 -0.180089  0.5281
H62 2.577146 -0.004651 -1.693526  0.3637
H63 2.413481 -0.689169 0.005984  0.1389
H64 0.351959 -0.758605 -2.493777  -0.3246
O9 -2.187458 0.087818 -3.766336  -0.5957
H65 -3.128775 0.253323 -3.818973  0.2733
H66 -2.067991 -0.353133 -2.925188  0.2076

Forces on the atoms, in the same order (eV/Å):
C 0.32 0.08 0.01
C 1.36 0.85 1.52
C -1.32 -0.99 -0.93
O -1.28 -0.28 -0.67
H -0.01 -0.16 -0.21
H -0.28 -0.20 -0.20
H 0.19 0.13 -0.32
H 0.63 0.40 0.24
H 0.05 0.10 0.45
H 0.05 0.20 0.27
H -0.02 0.08 -0.14
H 0.35 -0.30 0.03
C -0.07 -1.49 -0.49
C 1.45 0.95 -0.59
C -1.97 -0.32 0.32
O -0.60 0.66 -0.09
H -0.16 0.18 -0.02
H 0.26 -0.34 0.04
H 0.01 0.31 0.02
H 0.13 -0.18 -0.07
H 0.25 -0.33 0.69
H 0.44 0.67 -0.56
H -0.12 -0.74 0.37
H 0.24 0.64 0.34
C 0.57 -0.40 -0.43
C -0.12 1.46 -0.11
C -1.06 0.39 0.24
O 0.82 -1.27 1.02
H 0.06 0.16 -0.04
H -0.13 0.03 -0.11
H -0.04 -0.09 -0.01
H -0.71 -0.02 -0.08
H 0.18 -0.01 -0.72
H -0.10 0.31 -0.25
H 0.23 -0.31 0.28
H 0.26 -0.20 0.19
C 2.23 1.43 -0.98
C -3.60 0.60 -0.54
C 0.50 0.75 -0.54
O 0.88 0.19 1.13
H -0.01 0.41 0.08
H -0.31 -0.39 0.37
H -0.19 -0.63 -0.06
H 0.35 -0.50 0.14
H 0.02 -0.47 0.02
H -0.14 -0.62 0.02
H 0.63 0.04 0.36
H -0.37 -0.76 0.00
C 0.22 0.59 -0.34
C -0.85 -0.03 1.69
C -0.96 0.41 -0.01
O 0.41 -0.62 0.13
H -0.40 -0.09 0.25
H 0.00 -0.22 -0.51
H -0.23 0.03 -0.14
H 0.59 -0.40 -0.05
H 0.48 -0.36 -0.55
H -0.08 0.18 -0.22
H 0.78 0.18 -0.10
H 0.06 0.30 -0.12
C 0.04 0.88 -0.98
C -1.83 0.91 0.16
C 0.79 -1.59 0.05
O -0.06 0.09 1.52
H 0.25 -0.36 -0.30
H 0.82 -0.01 0.07
H -0.20 0.73 0.18
H 0.14 -0.83 -0.06
H -0.25 0.15 -0.35
H 0.31 -0.12 0.16
H -0.12 0.29 0.01
H 0.12 -0.19 -0.53
C -0.25 -0.63 0.55
C 1.97 0.78 -0.94
C 0.21 0.23 1.38
O -1.36 0.42 0.03
H 0.01 -0.22 0.08
H -0.35 0.11 0.06
H 0.05 0.03 -0.07
H 0.01 -0.35 -0.26
H -0.17 -0.14 -0.69
H 0.17 -0.04 0.00
H -0.19 -0.05 -0.07
H 0.06 -0.04 -0.08
C 0.24 0.61 -0.63
C -0.11 -1.70 2.08
C 0.52 1.53 0.15
O -0.68 0.15 -0.49
H 0.15 -0.08 0.38
H -0.02 0.15 0.19
H -0.04 0.06 -0.43
H -0.20 -0.11 -0.27
H 0.17 0.61 -0.41
H 0.40 -0.24 0.17
H -0.66 -0.82 -0.55
H 0.13 -0.14 -0.23
O 0.10 0.12 -0.21
H -0.25 -0.01 -0.08
H 0.18 -0.20 0.41

Results
HOMO = -9.67 eV
Strongest force on any atom = 3.7 eV Å⁻¹
Structure (SMILES) = CC(C)O.CC(C)O.CC(C)O.CC(C)O.CC(C)O.CC(C)O.CC(C)O.CC(C)O.O
Kohn-Sham gap = 10.099 eV
Relative energy (zero: lowest compared OMol25 entry of this formula, charge and spin) = 2.873 eV
Calculated total energy = -44383.196 eV